(1)
ORCA calculation (ωB97M-V with the def2-TZVPD basis set) on a single C2H4ClFN2 molecule.

Summary:
- E_LUMO: 0.027 hartree
- E_HOMO: -9.26 eV
- ΔE to the lowest compared entry with this formula, charge and spin: 152.2 kJ/mol
- SMILES: N/N=C/[C@H](F)Cl
- DFT total energy: -748.11683 Ha

```
! wB97M-V def2-TZVPD RIJCOSX def2/J DEFGRID3
* xyz 0 1
C -0.2881 -0.7695 0.2331
C -0.1104 0.6757 0.4865
H -0.2353 -3.2552 0.4927
H 1.2755 -3.4618 -0.3367
H -1.2999 -1.1534 0.4128
H 0.7924 0.8187 1.0510
N 0.5419 -2.8283 -0.0758
N 0.7873 -1.4712 0.1703
F -1.2136 1.1357 1.1878
Cl 0.2045 1.6171 -1.0170
*
```

For each atom in turn, the Löwdin charge in e is: -0.21, -0.70, 0.11, 0.07, 0.13, 0.09, -0.02, -0.01, -0.05, 0.60

=====

(2)
ORCA calculation (ωB97M-V with the def2-TZVPD basis set) on a 2-piece molecular cluster, C3H6IN2 overall.

Summary:
- E_LUMO: -0.154 hartree
- E_HOMO: -14.29 eV
- ΔE to the lowest compared entry with this formula, charge and spin: 32.3 kJ/mol
- DFT total energy: -524.84567 Ha

```
! wB97M-V def2-TZVPD RIJCOSX def2/J DEFGRID3
* xyz 1 1
C -0.9571 1.2989 0.0836
C 1.5040 -2.2282 -0.1548
C -1.9953 2.0789 0.6450
N -0.1320 0.6332 -0.3527
N 1.6438 -1.1226 -0.7588
I 2.7645 -3.8600 -0.3450
H 0.6555 -2.3629 0.5062
H -1.5722 2.9359 1.1697
H -2.6666 2.4325 -0.1369
H -2.5596 1.4702 1.3527
H 0.8840 -0.3005 -0.6232
H 2.4310 -0.9754 -1.3858
*
```

For each atom in turn, the Löwdin charge in e is: -0.15, -0.64, -0.02, 0.21, 0.07, 0.99, 0.07, 0.11, 0.11, 0.11, 0.01, 0.13

=====

(3)
ORCA calculation (ωB97M-V with the def2-TZVPD basis set) on C6H6O as an isolated structure.

Summary:
- E_LUMO: 0.027 hartree
- E_HOMO: -8.88 eV
- ΔE to the lowest compared entry with this formula, charge and spin: 609.5 kJ/mol
- DFT total energy: -307.23130 Ha

```
! wB97M-V def2-TZVPD RIJCOSX def2/J DEFGRID3
* xyz 0 1
O 0.0974 -0.2552 1.8272
C 0.3701 -0.9543 0.4129
C -0.6804 -0.8776 -0.7148
C -1.2769 0.4482 -0.7796
C -1.7479 1.5532 -0.7540
C 1.4103 -0.0158 0.5020
C 2.2964 0.8307 0.5347
H -0.2686 0.6585 1.7321
H 0.6869 -2.0117 0.5191
H -1.4473 -1.6430 -0.5480
H -0.2425 -1.1353 -1.6984
H -2.1720 2.5303 -0.7407
H 2.9745 0.8720 -0.2922
*
```

For each atom in turn, the Löwdin charge in e is: -0.05, -0.21, -0.15, -0.15, 0.13, -0.22, 0.06, 0.11, 0.16, 0.12, 0.14, 0.03, 0.02

=====

(4)
ORCA calculation (ωB97M-V with the def2-TZVPD basis set) on a 9-piece molecular cluster, C16H50O9 overall.

Summary:
- E_LUMO (spin up / spin down): -0.088 / -0.345 hartree
- E_HOMO (spin up / spin down): -11.90 / -11.90 eV
- ΔE to the lowest compared entry with this formula, charge and spin: 29.9 kJ/mol
- DFT total energy: -1316.22688 Ha

```
! wB97M-V def2-TZVPD RIJCOSX def2/J DEFGRID3
* xyz 1 2
C -9.5883 14.2260 -12.9139
C -8.1433 13.9832 -12.5292
O -8.0359 14.2217 -11.0859
H -9.5334 13.9771 -13.9737
H -9.8642 15.2804 -12.8931
H -10.2922 13.6012 -12.3642
H -7.4256 14.6350 -13.0273
H -7.7740 12.9905 -12.7866
H -7.1184 14.2372 -10.8040
C -16.0338 13.9036 -11.6062
C -16.0147 13.4296 -13.1451
O -14.7323 12.9111 -13.3828
H -15.8301 13.1405 -10.8551
H -17.0215 14.1718 -11.2312
H -15.3514 14.7328 -11.4197
H -16.0625 14.2417 -13.8705
H -16.7317 12.6224 -13.2956
H -14.5208 12.2479 -12.7218
C -9.9693 16.1853 -8.6430
C -10.5714 16.6591 -9.8785
O -11.8293 16.1143 -9.9194
H -10.5734 16.2022 -7.7359
H -9.0661 16.7749 -8.4859
H -9.6487 15.1743 -8.8943
H -9.9736 16.3878 -10.7487
H -10.4837 17.7280 -9.6836
H -12.2753 16.2888 -10.7515
C -10.7080 9.5870 -5.9812
C -10.2128 8.3054 -6.5798
O -10.9738 8.0123 -7.7934
H -11.5013 9.4905 -5.2399
H -11.0366 10.3287 -6.7092
H -9.8324 10.0275 -5.5044
H -10.3045 7.3763 -6.0172
H -9.1451 8.3706 -6.7895
H -10.4127 7.4320 -8.3129
C -13.2119 13.1644 -5.3236
C -13.5996 12.2081 -4.1208
O -12.7388 12.2790 -3.0139
H -12.2378 12.8356 -5.6856
H -13.0937 14.2180 -5.0703
H -13.9724 13.1352 -6.1038
H -13.4678 11.1583 -4.3826
H -14.6404 12.3186 -3.8164
H -13.2038 11.8440 -2.2955
C -12.7362 18.4137 -12.6692
C -13.2750 17.0674 -13.1068
O -12.5187 16.0443 -12.4008
H -12.6576 18.3726 -11.5828
H -13.2761 19.3133 -12.9647
H -11.7203 18.6261 -13.0022
H -13.1967 16.9824 -14.1907
H -14.3464 16.8880 -13.0163
H -13.0677 15.2576 -12.4374
C -15.2250 9.5438 -11.0601
C -14.0682 10.2993 -10.4405
O -13.7252 11.4162 -11.1904
H -15.1296 9.6310 -12.1424
H -16.2441 9.8604 -10.8379
H -15.1274 8.4751 -10.8692
H -13.2169 9.6534 -10.2255
H -14.5033 10.5556 -9.4746
H -12.9410 11.7752 -10.7686
C -12.7160 12.9012 -8.6524
O -12.1025 13.0962 -9.9634
H -13.8006 12.9633 -8.7409
H -12.3621 11.9770 -8.1956
H -12.2979 13.6050 -7.9328
H -11.9241 14.0216 -10.1461
C -10.1959 10.4811 -10.5380
O -9.1642 9.4829 -10.8014
H -9.7217 11.3350 -10.0542
H -10.8659 10.8528 -11.3132
H -10.8245 10.0994 -9.7335
H -8.9684 8.9686 -10.0149
*
```

For each atom in turn, the Löwdin charge in e is: -0.08, -0.28, -0.10, 0.08, 0.06, 0.06, 0.11, 0.11, 0.08, 0.00, -0.14, 0.15, 0.07, 0.09, 0.08, 0.13, 0.15, 0.07, -0.10, -0.38, -0.08, 0.09, 0.09, 0.07, 0.11, 0.12, 0.02, -0.08, -0.29, -0.11, 0.07, 0.06, 0.08, 0.11, 0.11, 0.07, -0.06, -0.31, -0.08, 0.06, 0.08, 0.06, 0.09, 0.11, 0.09, -0.06, -0.26, -0.10, 0.07, 0.09, 0.09, 0.11, 0.10, 0.07, -0.05, -0.28, -0.01, 0.08, 0.08, 0.09, 0.14, 0.13, 0.04, -0.10, -0.14, 0.08, 0.08, 0.08, 0.05, -0.13, -0.11, 0.08, 0.07, 0.05, 0.06

=====

(5)
ORCA calculation (ωB97M-V with the def2-TZVPD basis set) on a 2-piece molecular cluster, BrH2OPS overall.

Summary:
- E_LUMO (spin up / spin down): -0.096 / -0.105 hartree
- E_HOMO (spin up / spin down): -8.45 / -8.20 eV
- ΔE to the lowest compared entry with this formula, charge and spin: 169.7 kJ/mol
- DFT total energy: -3389.96893 Ha

```
! wB97M-V def2-TZVPD RIJCOSX def2/J DEFGRID3
* xyz 0 1
O 0.4957 0.3251 1.1956
P -0.6715 -0.1351 0.2164
S -0.8144 1.5795 -0.9250
Br 1.9108 -2.4866 -0.4818
H 0.9930 -0.4210 1.5414
H -1.9136 1.1381 -1.5467
*
```

For each atom in turn, the Löwdin charge in e is: -0.43, 0.63, 0.47, -0.50, 0.01, -0.17

=====

(6)
ORCA calculation (ωB97M-V with the def2-TZVPD basis set) on C57H62AuGe2N3OS6 as an isolated structure.

Summary:
- E_LUMO: -0.042 hartree
- E_HOMO: -7.63 eV
- ΔE to the lowest compared entry with this formula, charge and spin: 76.4 kJ/mol
- DFT total energy: -9127.61888 Ha

```
! wB97M-V def2-TZVPD RIJCOSX def2/J DEFGRID3
* xyz 0 1
Au -1.1003 0.9676 2.4945
C 3.8060 -5.7602 0.2749
C 2.6010 -5.1012 -0.3493
C 2.6784 -4.4898 -1.5943
C 1.5759 -3.8728 -2.1696
C 1.7057 -3.1969 -3.5135
C 0.3587 -3.8558 -1.4768
C 0.2569 -4.4722 -0.2224
C -1.0352 -4.4874 0.5600
C 1.3838 -5.0833 0.3178
C -0.8410 -3.2546 -2.1413
C -1.4730 -4.0499 -3.0946
C -2.6045 -3.6125 -3.7504
C -3.1219 -2.3629 -3.4632
C -2.5243 -1.5266 -2.5212
C -1.3560 -1.9736 -1.8478
Ge -0.4493 -0.8591 -0.4737
S -1.6083 -1.0170 1.4116
S 1.7012 -1.4804 -0.1661
Ge 1.8676 0.6911 0.4246
S 1.2714 0.7128 2.5528
S 0.0958 1.3088 -0.8435
C 3.6017 1.5919 0.1218
C 3.9918 2.0904 -1.1362
C 5.1738 2.8252 -1.2327
C 5.9667 3.0647 -0.1255
C 5.6011 2.5436 1.1028
C 4.4339 1.7940 1.2409
C 4.1772 1.1763 2.5829
C 3.6950 1.9416 3.6513
C 3.3069 3.3929 3.4955
C 3.5230 1.3355 4.8942
C 3.8090 -0.0043 5.0992
C 3.5766 -0.6611 6.4371
C 4.3119 -0.7440 4.0330
C 4.5099 -0.1801 2.7826
C 5.0895 -1.0217 1.6679
C 3.2757 1.8743 -2.4304
C 3.5458 0.7396 -3.2013
C 4.4381 -0.3818 -2.7195
C 2.9965 0.6516 -4.4809
C 2.2085 1.6569 -5.0125
C 1.6818 1.5684 -6.4227
C 1.9455 2.7751 -4.2228
C 2.4682 2.9013 -2.9471
C 2.1614 4.1259 -2.1177
C -3.1591 -0.1772 -2.3571
C -2.7383 0.8711 -3.1785
C -1.6701 0.6824 -4.2260
C -3.3743 2.1067 -3.0940
C -4.4330 2.3210 -2.2348
C -5.1272 3.6580 -2.1855
C -4.8629 1.2562 -1.4373
C -4.2623 0.0065 -1.4979
C -4.8189 -1.1405 -0.6889
H 4.6192 -5.8621 -0.4450
H 3.5542 -6.7529 0.6538
H 4.1731 -5.1699 1.1194
H 3.6260 -4.4819 -2.1274
H 2.7565 -3.0991 -3.7905
H 1.2556 -2.2006 -3.4925
H 1.1983 -3.7674 -4.2966
H -1.9078 -4.4591 -0.0956
H -1.0918 -3.6220 1.2267
H -1.0956 -5.3801 1.1843
H 1.3071 -5.5563 1.2943
H -1.0638 -5.0330 -3.3044
H -3.0815 -4.2439 -4.4939
H -3.9978 -2.0020 -3.9944
H 5.4729 3.1969 -2.2086
H 6.8840 3.6366 -0.2244
H 6.2289 2.6952 1.9756
H 3.3284 3.7165 2.4574
H 3.9803 4.0357 4.0681
H 2.2931 3.5426 3.8771
H 3.1240 1.9267 5.7147
H 3.1458 0.0403 7.1528
H 4.5123 -1.0437 6.8521
H 2.8912 -1.5060 6.3333
H 4.5490 -1.7945 4.1818
H 5.6104 -1.8874 2.0780
H 5.7905 -0.4500 1.0587
H 4.3062 -1.3970 1.0037
H 5.0069 -0.1034 -1.8328
H 5.1433 -0.6720 -3.5030
H 3.8375 -1.2592 -2.4659
H 3.2257 -0.2204 -5.0885
H 1.7680 0.5529 -6.8133
H 2.2448 2.2321 -7.0851
H 0.6344 1.8690 -6.4721
H 1.3248 3.5748 -4.6219
H 1.4957 4.8011 -2.6561
H 3.0720 4.6705 -1.8590
H 1.6760 3.8432 -1.1784
H -1.1576 -0.2737 -4.1285
H -0.9229 1.4727 -4.1585
H -2.1228 0.7255 -5.2212
H -3.0363 2.9133 -3.7404
H -4.6942 4.3558 -2.9050
H -5.0386 4.0902 -1.1887
H -6.1943 3.5534 -2.4056
H -5.7074 1.4076 -0.7670
H -5.7608 -0.8490 -0.2194
H -4.1239 -1.4324 0.1029
H -4.9954 -2.0172 -1.3142
O -0.5347 2.7973 3.4279
N -1.4758 3.7131 3.7127
C -1.0448 4.8758 4.2570
C -1.9136 5.8851 4.5630
C -3.2727 5.7034 4.2933
C -3.6924 4.5149 3.7505
C -2.7848 3.4802 3.4745
S -3.3021 1.9538 2.8921
H 0.0216 4.9205 4.4211
H -1.5295 6.7975 4.9990
H -3.9850 6.4916 4.5044
H -4.7358 4.3348 3.5220
C -4.9571 -3.7823 2.4746
N -5.5331 -2.4632 2.5425
C -6.8011 -2.1506 1.8996
C -6.9738 -0.6478 2.1652
N -5.8983 -0.3784 3.1163
C -5.0414 -1.4258 3.2639
S -3.6538 -1.3940 4.1842
H -5.5727 -4.5137 3.0066
H -3.9712 -3.7461 2.9301
H -4.8604 -4.0950 1.4304
H -7.6111 -2.7385 2.3349
H -6.7563 -2.3804 0.8349
H -7.9451 -0.4234 2.6027
H -6.8689 -0.0583 1.2533
H -5.5816 0.5491 3.3385
*
```

Löwdin atomic charge list, values in e, 99 entries: 0.47, -0.05, -0.27, -0.03, -0.27, -0.03, -0.22, -0.23, -0.04, -0.02, -0.22, -0.03, -0.06, -0.04, -0.21, -0.19, 0.09, 0.16, 0.35, 0.10, 0.37, 0.25, -0.20, -0.21, -0.03, -0.05, -0.03, -0.23, -0.22, -0.30, -0.04, -0.04, -0.27, -0.05, -0.01, -0.22, -0.02, -0.15, -0.19, -0.02, -0.01, -0.27, -0.05, -0.02, -0.23, -0.03, -0.14, -0.22, -0.03, -0.01, -0.26, -0.05, 0.00, -0.19, -0.03, 0.07, 0.08, 0.08, 0.12, 0.07, 0.08, 0.08, 0.08, 0.02, 0.08, 0.12, 0.13, 0.11, 0.13, 0.13, 0.11, 0.13, 0.08, 0.09, 0.06, 0.12, 0.07, 0.08, 0.08, 0.12, 0.08, 0.08, 0.04, 0.07, 0.09, 0.05, 0.12, 0.07, 0.08, 0.07, 0.12, 0.08, 0.08, 0.06, 0.07, 0.07, 0.09, 0.12, 0.07